Entry 1:
A structure of composition C35H44BMnN4O2PS, computed with ωB97M-V with the def2-TZVPD basis set.

The geometry in XYZ format:
```
89
Properties=species:S:1:pos:R:3:forces:R:3
Mn -0.515 -0.189 -0.362 0.069 0.040 -0.191
N 2.101 0.096 2.500 0.031 0.038 0.032
C 1.828 1.214 3.280 -0.013 -0.048 0.001
C 2.690 1.539 4.339 0.000 -0.019 -0.001
C 2.439 2.617 5.159 0.007 0.010 -0.011
C 1.320 3.419 4.951 0.000 -0.012 0.009
C 0.463 3.103 3.916 0.002 -0.004 -0.012
C 0.686 2.003 3.082 0.017 0.073 -0.031
P -0.529 1.624 1.773 -0.091 0.022 0.061
C -0.746 3.230 0.929 -0.017 0.035 0.066
C -1.652 4.210 1.332 0.032 -0.028 -0.003
C -1.760 5.398 0.626 -0.003 -0.006 -0.018
C -0.963 5.623 -0.488 -0.033 -0.005 -0.009
C -0.051 4.659 -0.889 0.010 -0.036 -0.022
C 0.056 3.467 -0.187 -0.017 -0.023 -0.021
C -2.070 1.392 2.735 0.028 0.002 0.049
C -3.309 1.496 2.099 -0.006 0.033 -0.007
C -4.477 1.184 2.781 -0.005 0.014 -0.012
C -4.427 0.748 4.098 0.009 -0.005 -0.001
C -3.200 0.629 4.733 -0.007 -0.005 -0.008
C -2.030 0.951 4.058 0.009 0.028 -0.008
H 3.056 -0.222 2.579 -0.002 0.008 -0.015
H 1.826 0.160 1.525 0.009 0.007 0.045
H 3.572 0.930 4.498 0.001 -0.002 0.001
H 3.128 2.844 5.963 -0.001 0.000 0.001
H 1.126 4.275 5.583 -0.002 0.002 -0.001
H -0.411 3.720 3.742 0.010 -0.003 0.012
H -2.284 4.044 2.196 -0.037 -0.023 0.005
H -2.475 6.148 0.941 -0.001 -0.001 0.004
H -1.063 6.543 -1.049 0.009 0.006 0.003
H 0.569 4.821 -1.761 0.000 0.004 -0.001
H 0.757 2.709 -0.519 -0.002 -0.005 0.005
H -3.362 1.809 1.064 0.017 0.028 -0.049
H -5.429 1.279 2.274 -0.001 -0.002 0.001
H -5.339 0.502 4.626 -0.003 0.003 0.000
H -3.149 0.290 5.760 0.001 -0.001 0.001
H -1.078 0.863 4.568 0.001 0.005 0.006
C -2.699 -1.845 1.025 0.002 0.014 0.015
N -1.238 -1.964 0.887 0.033 -0.045 0.029
C -0.634 -2.034 2.226 0.007 -0.007 -0.003
C -0.884 -3.186 0.142 -0.004 0.001 0.014
C -1.167 -3.060 -1.343 0.007 -0.020 -0.013
N -0.346 -2.011 -1.950 -0.006 0.029 0.039
C -0.907 -1.593 -3.237 -0.006 -0.004 -0.023
C 1.031 -2.470 -2.156 0.007 -0.009 -0.005
H -3.122 -2.764 1.451 0.000 0.000 0.006
H -3.164 -1.645 0.061 -0.004 -0.016 -0.003
H -2.930 -1.011 1.684 0.003 -0.023 -0.015
H -0.989 -2.921 2.765 0.004 -0.004 -0.002
H -0.907 -1.149 2.798 0.003 -0.021 -0.013
H 0.451 -2.066 2.146 -0.012 0.005 0.009
H -1.428 -4.046 0.557 -0.006 0.005 -0.006
H 0.179 -3.372 0.299 -0.002 -0.007 0.010
H -2.216 -2.809 -1.505 0.001 0.007 0.006
H -0.992 -4.031 -1.829 0.002 0.009 -0.007
H -0.885 -2.415 -3.966 -0.001 -0.008 0.008
H -0.333 -0.754 -3.627 -0.008 -0.004 0.000
H -1.935 -1.260 -3.101 0.002 0.005 -0.003
H 1.047 -3.373 -2.782 -0.002 0.004 -0.003
H 1.520 -2.684 -1.208 0.000 -0.005 0.003
H 1.607 -1.689 -2.646 0.003 0.008 0.004
C -2.659 7.171 -4.697 0.007 0.000 0.009
C -2.880 5.786 -5.321 0.003 0.004 0.008
C -4.192 5.791 -6.118 -0.006 -0.001 -0.001
C -1.733 5.514 -6.294 0.003 0.000 0.004
C -2.957 4.735 -4.211 -0.019 0.003 -0.007
C -3.964 4.837 -3.244 0.010 -0.006 -0.005
C -4.093 3.933 -2.193 -0.009 0.018 0.002
C -3.169 2.915 -2.132 0.030 0.002 0.027
O -3.018 1.931 -1.190 0.021 -0.010 0.017
B -1.848 1.207 -1.530 -0.022 -0.032 0.012
O -1.374 1.733 -2.759 0.028 0.003 0.021
C -2.173 2.795 -3.079 -0.027 0.037 0.024
C -2.044 3.681 -4.127 0.019 0.006 -0.015
H -2.604 7.933 -5.478 -0.002 0.002 -0.004
H -1.724 7.192 -4.132 -0.004 -0.001 0.000
H -3.469 7.441 -4.019 -0.001 -0.003 -0.001
H -4.147 6.539 -6.913 0.001 0.001 -0.002
H -5.047 6.026 -5.483 0.001 0.001 -0.003
H -4.369 4.816 -6.574 -0.002 -0.001 -0.001
H -1.719 6.288 -7.064 -0.002 0.001 -0.002
H -1.846 4.550 -6.793 -0.001 -0.004 0.000
H -0.764 5.530 -5.790 -0.002 0.003 0.000
H -4.673 5.653 -3.305 0.000 -0.002 0.004
H -4.871 4.038 -1.448 0.003 -0.001 0.000
H -1.242 3.553 -4.840 0.001 0.001 0.000
S 4.136 0.247 -1.516 -0.002 -0.018 -0.017
C 2.634 0.170 -0.945 0.024 0.021 0.068
N 1.542 0.100 -0.510 -0.094 -0.065 -0.063
```
Forces are in eV/Å.

Properties
LUMO energy (spin up / spin down) (eV): 0.5 / 0.5
Net charge: 0
Relative energy (zero: lowest compared OMol25 entry of this formula, charge and spin) (eV): 0.024
Multiplicity: 6
E_tot (eV): -99189.3670
Frontier orbital gap (spin up / spin down) (eV): 7.856 / 8.546
Molar mass (g/mol): 681.55

***

Entry 2:
A structure of composition C35H44ClIN2OP2Sn, computed with ωB97M-V with the def2-TZVPD basis set.

The geometry in XYZ format:
```
87
Properties=species:S:1:pos:R:3:forces:R:3
Sn 0.693 -0.018 -0.319 0.020 -0.102 -1.687
C 1.137 3.747 0.753 -0.034 -0.102 0.100
C 0.163 3.729 -0.420 0.040 -0.338 0.114
C 0.934 3.685 -1.737 -0.137 -0.126 -0.073
P -0.876 2.190 -0.309 -0.157 0.979 -0.474
C -2.341 2.410 -1.472 0.281 -0.295 0.069
C -2.768 3.853 -1.694 0.223 -0.046 0.040
C -3.492 1.565 -0.938 0.188 -0.034 -0.056
C -1.626 2.250 1.347 0.048 -0.017 -0.208
C -2.074 3.438 1.889 0.271 -0.121 -0.190
C -2.734 3.495 3.119 0.012 -0.169 -0.065
C -3.154 4.790 3.710 -0.070 0.126 0.031
C -3.040 2.279 3.752 0.014 -0.166 0.029
C -2.596 1.087 3.246 -0.135 -0.056 0.352
C -1.772 1.033 2.089 -0.099 0.214 0.160
N -1.139 -0.068 1.651 -0.182 0.058 -0.316
C -0.958 -1.184 2.397 0.018 -0.377 0.292
C -0.841 -1.197 3.807 0.024 0.165 0.284
C -0.588 -2.361 4.489 -0.035 0.091 -0.032
C -0.443 -3.583 3.823 -0.029 0.136 -0.026
C -0.236 -4.861 4.550 0.053 -0.043 0.138
C -0.492 -3.575 2.430 -0.046 0.241 -0.077
C -0.733 -2.418 1.721 -0.110 -0.243 -0.476
P -0.795 -2.394 -0.095 0.306 -0.607 -0.193
C -2.431 -3.202 -0.557 0.131 0.475 -0.007
C -3.568 -2.209 -0.375 0.078 0.032 -0.192
C -2.710 -4.475 0.229 0.128 0.006 -0.066
C 0.573 -3.511 -0.752 -0.029 0.286 -0.060
C 1.801 -3.495 0.159 -0.031 0.292 -0.052
C 0.250 -4.935 -1.195 -0.127 0.084 -0.010
H 1.831 4.580 0.656 0.045 0.025 -0.020
H 1.722 2.820 0.767 0.058 0.112 0.068
H 0.623 3.843 1.707 0.070 0.012 0.097
H -0.475 4.618 -0.394 -0.048 -0.164 -0.003
H 1.645 2.853 -1.725 0.017 0.021 -0.089
H 1.493 4.608 -1.878 0.034 0.026 0.020
H 0.272 3.559 -2.591 -0.008 -0.017 -0.162
H -1.989 1.983 -2.419 0.044 -0.045 0.123
H -3.116 4.311 -0.770 -0.040 0.104 0.090
H -3.600 3.860 -2.396 -0.088 -0.009 -0.046
H -1.976 4.459 -2.123 0.029 0.093 -0.019
H -3.981 2.065 -0.106 -0.085 0.049 0.131
H -3.128 0.600 -0.596 -0.098 -0.179 0.027
H -4.230 1.404 -1.717 -0.097 -0.048 -0.110
H -1.918 4.359 1.344 0.012 0.072 0.000
H -2.956 5.628 3.044 -0.044 -0.026 0.036
H -2.614 4.956 4.645 0.067 0.007 0.033
H -4.211 4.773 3.976 -0.048 0.015 -0.047
H -3.643 2.291 4.649 -0.061 -0.034 0.027
H -2.903 0.167 3.719 -0.018 -0.060 0.036
H -0.854 -0.263 4.349 0.020 0.022 0.038
H -0.476 -2.338 5.560 0.009 0.057 0.178
H -0.131 -4.711 5.621 0.002 -0.019 0.014
H 0.655 -5.363 4.172 0.033 -0.088 0.018
H -1.082 -5.527 4.374 -0.015 -0.052 0.010
H -0.377 -4.510 1.904 0.034 -0.116 -0.088
H -2.323 -3.424 -1.625 0.092 0.034 0.113
H -3.634 -1.869 0.657 -0.031 0.072 0.148
H -4.508 -2.690 -0.627 -0.146 -0.045 -0.002
H -3.442 -1.355 -1.031 -0.041 0.114 -0.067
H -2.941 -4.251 1.268 -0.043 0.023 0.080
H -1.888 -5.180 0.196 0.049 -0.136 0.030
H -3.577 -4.965 -0.210 -0.096 -0.032 -0.017
H 0.835 -2.956 -1.671 -0.087 -0.042 0.170
H 1.695 -4.189 0.990 -0.011 -0.035 0.059
H 1.985 -2.499 0.578 0.132 -0.107 0.021
H 2.680 -3.793 -0.411 0.040 0.012 -0.007
H 0.105 -5.608 -0.354 -0.023 -0.046 0.086
H 1.094 -5.318 -1.768 0.061 0.002 -0.024
H -0.623 -4.978 -1.841 -0.075 -0.068 -0.040
Cl 3.468 -0.321 -7.112 0.199 0.006 -0.362
C 2.473 -0.253 -5.721 -0.680 0.004 0.445
C 1.108 -0.418 -5.840 0.908 0.055 -0.396
C 0.299 -0.385 -4.714 -0.211 0.095 1.374
I -1.772 -0.646 -4.816 0.106 -0.001 -0.221
C 0.811 -0.197 -3.425 0.668 -0.105 -1.977
O 0.025 -0.186 -2.406 -0.551 0.175 2.888
C 2.228 -0.024 -3.300 -0.477 -0.100 -0.660
N 2.718 0.138 -2.057 -0.253 0.031 0.736
C 4.012 0.297 -1.893 -0.095 0.007 0.180
C 4.912 0.338 -2.962 0.002 -0.020 -0.347
C 4.438 0.171 -4.239 0.067 0.041 0.378
C 3.061 -0.037 -4.444 -0.219 -0.063 -0.266
H 0.671 -0.577 -6.813 0.012 -0.015 -0.092
H 4.360 0.394 -0.874 0.073 0.070 0.101
H 5.960 0.504 -2.772 0.097 -0.018 0.021
H 5.100 0.198 -5.090 0.098 -0.013 -0.059
```
Forces are in eV/Å.

Properties
LUMO energy (spin up / spin down) (eV): -8.7 / -8.8
Net charge: +2
Relative energy (zero: lowest compared OMol25 entry of this formula, charge and spin) (eV): 2.276
E_tot (eV): -87055.8419
Frontier orbital gap (spin up / spin down) (eV): 3.156 / 3.053
Molar mass (g/mol): 851.77

***

Entry 3:
A structure of composition C35H44IN9O4Sn, computed with ωB97M-V with the def2-TZVPD basis set.

The geometry in XYZ format:
```
94
Properties=species:S:1:pos:R:3:forces:R:3
Sn -0.125 -0.354 -0.424 -0.002 0.714 0.723
N -0.654 -0.222 1.798 0.446 1.305 -0.896
C -1.903 0.575 1.790 -0.722 -0.521 1.167
C -2.584 0.632 3.148 -2.369 0.374 -1.185
C -2.965 -0.753 3.647 0.569 -0.083 2.031
C -4.315 -0.838 4.381 -0.900 1.406 -1.672
N -5.389 -0.680 3.331 -0.536 -0.852 3.006
C -6.685 -0.807 3.621 0.399 1.798 -1.851
N -7.587 -0.315 2.722 0.916 -0.398 -0.538
N -7.124 -1.247 4.783 1.146 -0.858 1.632
C -2.830 0.032 0.739 -1.486 -0.946 -1.286
O -4.028 -0.206 0.924 1.321 0.704 0.103
O -2.271 -0.181 -0.421 0.947 0.177 0.199
H -0.829 -1.161 2.111 0.187 -0.814 0.394
H 0.081 0.287 2.306 -0.363 -0.606 0.009
H -1.625 1.565 1.513 0.122 0.810 -0.304
H -3.537 1.259 3.090 1.303 -0.633 -0.308
H -1.934 1.210 3.725 0.970 0.547 1.733
H -2.150 -1.156 4.250 -0.191 0.122 0.587
H -2.946 -1.430 2.847 -0.511 -1.018 -1.333
H -4.453 -0.086 5.157 0.255 0.610 -0.245
H -4.632 -1.699 4.881 0.840 -2.071 0.603
H -5.079 -0.343 2.466 0.366 0.605 -1.887
H -7.302 -0.103 1.740 -0.415 -0.269 1.540
H -8.565 -0.309 2.959 -0.014 -0.119 -0.275
H -6.509 -1.638 5.525 -0.776 0.657 -1.163
H -8.091 -1.206 5.005 -0.611 -0.072 0.067
N 7.416 5.819 3.148 -0.143 -0.139 -0.417
C 6.719 5.134 2.539 -0.916 -1.241 0.000
C 5.731 4.189 1.942 -0.410 1.525 -0.455
C 5.452 4.253 0.565 -0.240 -0.896 0.627
C 4.442 3.442 -0.011 1.005 1.064 1.092
C 3.662 2.657 0.826 -0.668 0.366 0.056
C 3.775 2.785 2.206 0.857 -0.819 -0.151
C 4.819 3.513 2.746 0.183 0.233 1.259
C 2.549 1.763 0.359 0.439 1.338 -0.129
C 2.898 0.445 0.216 1.195 -0.135 0.299
C 4.227 -0.114 0.339 0.137 -1.311 -0.914
C 4.114 -1.456 -0.101 -3.215 3.642 1.326
C 2.724 -1.662 -0.325 1.822 0.251 -0.753
N 2.029 -0.545 -0.198 -1.284 -0.021 0.164
C 1.317 2.406 0.130 0.294 1.096 0.251
C 1.037 3.818 0.195 -1.070 -0.593 -0.495
C -0.279 3.956 -0.191 -1.092 -1.247 -0.027
C -0.843 2.659 -0.443 0.042 0.470 -0.782
N 0.149 1.777 -0.261 -0.253 -1.388 -0.058
H 6.028 4.977 0.029 0.139 -0.004 -0.755
H 4.255 3.551 -1.054 -0.177 -0.307 -0.655
H 3.157 2.145 2.831 -0.048 0.397 0.120
H 4.890 3.625 3.832 0.102 -0.230 -0.393
H 5.216 0.332 0.609 -1.427 -0.047 -0.164
H 4.831 -2.161 -0.073 2.294 -2.242 -0.202
H 2.309 -2.507 -0.795 -0.676 -1.108 0.068
H 1.518 4.761 0.421 0.995 -0.733 0.234
H -0.783 4.889 -0.201 -0.506 0.506 -0.217
H -1.839 2.252 -0.855 1.637 1.182 0.960
C 4.482 1.283 -3.570 2.060 -0.585 0.312
N 3.115 1.733 -3.391 0.569 1.047 -0.181
C 2.774 2.911 -4.221 0.306 0.075 0.760
C 2.233 0.625 -3.591 -0.399 -0.665 0.057
C 0.761 0.938 -3.257 1.432 0.711 0.448
N -0.004 -0.156 -2.599 -0.762 0.772 -0.398
C -1.389 0.086 -3.080 -1.004 -0.824 0.289
C 0.471 -1.397 -3.158 1.106 -2.523 -1.596
H 4.826 1.004 -4.626 -0.756 0.529 1.031
H 4.707 0.384 -2.944 -0.661 0.344 -0.481
H 5.252 1.968 -3.133 -0.879 0.111 -0.679
H 3.096 2.741 -5.242 -0.516 -0.218 -0.663
H 3.380 3.829 -3.958 -0.967 -0.973 0.351
H 1.666 3.037 -4.097 1.198 0.531 -0.518
H 2.662 -0.133 -2.947 -0.383 -0.340 0.338
H 2.261 0.169 -4.584 0.256 0.207 -0.468
H 0.168 1.178 -4.130 0.375 0.162 -0.390
H 0.814 1.829 -2.648 -0.442 0.125 0.493
H -1.336 0.080 -4.141 -0.094 -0.320 -1.099
H -1.759 1.094 -2.854 0.121 -0.484 0.573
H -2.047 -0.750 -2.763 0.223 0.873 0.039
H 0.673 -1.348 -4.287 -0.088 0.328 1.641
H -0.243 -2.216 -3.082 -0.282 0.361 0.368
H 1.376 -1.755 -2.607 -0.665 0.435 -0.803
I -3.226 -8.436 -2.353 -0.742 -1.752 -0.911
C -2.176 -6.969 -1.519 1.026 1.404 -1.495
C -1.464 -6.069 -2.320 0.290 0.243 0.534
C -1.034 -4.904 -1.716 0.460 1.638 -1.503
C -1.389 -4.519 -0.425 -0.060 -0.047 0.424
C -2.061 -5.436 0.359 0.209 -1.609 -0.434
C -2.353 -6.702 -0.214 -0.699 0.814 2.681
C -1.080 -3.207 0.227 1.153 -0.043 -2.651
O -1.354 -2.981 1.358 -0.665 0.821 2.270
O -0.412 -2.313 -0.554 -0.099 -0.945 -0.136
H -1.249 -6.265 -3.366 -0.098 0.017 0.194
H -0.511 -4.150 -2.346 -0.271 -0.771 0.566
H -2.297 -5.211 1.390 -0.055 -0.095 -0.074
H -2.823 -7.503 0.350 -0.104 0.466 0.372
```
Forces are in eV/Å.

Properties
LUMO energy (eV): -6.1
Net charge: +2
Relative energy (zero: lowest compared OMol25 entry of this formula, charge and spin) (eV): 0.280
E_tot (eV): -72528.8972
Frontier orbital gap (eV): 6.325
Molar mass (g/mol): 900.41